C20H42N4O5P | ωB97M-V/def2-TZVPD

Properties
**Total charge**: +1
**Maximum force**: 0.036 hartree/bohr

Each line ends with the Mulliken charge.
Positions of all 72 atoms, in Å:
C 4.41189 -3.71037 -0.48320  -0.99
C 3.93772 -2.85565 -1.65698  -0.68
N 3.89033 -1.44370 -1.28761  0.45
N 5.00221 -0.66540 -1.41565  -0.27
C 4.69829 0.55007 -0.98975  -0.17
N 3.44936 0.61322 -0.58581  -0.52
C 2.96670 -0.62115 -0.76639  0.46
N 1.68939 -0.93847 -0.46293  -0.05
P 0.86572 -2.42333 -0.65626  0.43
O 0.71722 -2.74596 -2.08223  -0.63
H 4.42432 -4.75756 -0.75045  0.34
H 5.44447 -3.43852 -0.27786  0.38
H 3.85717 -3.51594 0.42646  0.31
H 3.00956 -3.19141 -2.10455  0.43
H 4.69316 -2.94237 -2.42851  0.34
H 5.89108 -0.99042 -1.76044  0.23
H 5.36238 1.39343 -0.96464  0.62
H 1.15241 -0.17432 -0.07998  0.18
H -0.39485 -2.20495 -0.06885  0.05
H 1.51207 -3.43659 0.07211  0.05
C 3.34798 4.32505 -3.88679  -0.53
C 4.48869 3.89461 -4.80389  -0.55
C 5.62363 3.69045 -3.81274  -0.42
O 5.01662 3.26624 -2.57986  -0.40
C 3.59586 3.46741 -2.65653  -0.28
H 2.35912 4.17103 -4.31423  0.34
H 3.44989 5.38224 -3.63489  0.28
H 4.23951 2.95053 -5.29427  0.25
H 4.73034 4.62344 -5.57437  0.35
H 6.16141 4.62389 -3.62619  0.26
H 6.34169 2.93687 -4.13759  0.27
H 3.11122 2.48871 -2.75325  0.15
H 3.24977 3.93475 -1.73448  0.28
C -4.93888 -3.75447 0.77067  -0.60
C -4.77252 -4.04059 -0.71953  -0.55
C -3.63690 -3.09952 -1.09267  -0.49
O -2.81312 -2.97552 0.07725  -0.25
C -3.49997 -3.53741 1.20688  0.03
H -5.42799 -4.55513 1.32131  0.40
H -5.51779 -2.83960 0.91353  0.25
H -4.46737 -5.07854 -0.86960  0.26
H -5.67326 -3.86339 -1.30385  0.36
H -4.01471 -2.10584 -1.35467  0.28
H -3.03152 -3.46932 -1.92079  0.30
H -3.01919 -4.48583 1.47008  0.29
H -3.41528 -2.85903 2.05317  -0.21
C -2.74117 0.58815 4.29797  -0.36
C -3.17494 0.34023 5.74018  -0.65
C -4.46799 -0.43966 5.54401  -0.51
O -4.31311 -1.17867 4.32662  -0.40
C -3.16571 -0.70722 3.62475  -0.16
H -1.67681 0.79417 4.18634  0.35
H -3.29710 1.42622 3.87364  0.24
H -2.43577 -0.28018 6.25286  0.29
H -3.31462 1.25078 6.31989  0.35
H -5.32486 0.23202 5.43283  0.28
H -4.67453 -1.13170 6.36026  0.29
H -2.37840 -1.46922 3.70224  0.20
H -3.41692 -0.57337 2.57083  0.06
C -1.24685 3.58758 0.02893  -0.62
C -1.30968 2.11731 -0.37499  -0.17
C -2.02376 1.49946 0.82134  -0.16
O -2.89224 2.50233 1.33718  -0.40
C -2.58043 3.76671 0.74146  -0.50
H -1.12126 4.26962 -0.81005  0.36
H -0.42200 3.74966 0.72692  0.28
H -1.91548 2.00137 -1.27585  0.32
H -0.33088 1.67232 -0.56506  -0.01
H -1.31132 1.22183 1.60988  0.11
H -2.60730 0.61597 0.55602  0.19
H -3.37692 4.02138 0.03563  0.27
H -2.54784 4.53133 1.51693  0.30

***

C20H42N4O6S2Se2Zr | ωB97M-V/def2-TZVPD

Properties
**ΔE to the lowest compared entry with this formula, charge and spin**: 0.416 eV
**Total charge**: +2
**Maximum force**: 0.014 hartree/bohr

Each line ends with the Mulliken charge.
Positions of all 77 atoms, in Å:
Zr -0.32368 0.55709 -0.23702  0.68
O 1.64825 0.87771 0.67897  -0.15
C 2.83286 1.41162 0.03952  -0.57
C 2.60493 1.15121 -1.42237  -1.03
N 1.22748 1.55470 -1.81934  0.19
C 1.07135 3.02882 -1.76834  -0.89
C 0.42783 3.38237 -0.43731  0.64
O 0.84237 4.23328 0.31040  -0.62
O -0.61492 2.61544 -0.16505  -0.16
C 0.97016 0.94280 -3.14145  -0.64
C 0.59175 -0.52267 -2.91848  0.34
O 0.90611 -1.41560 -3.64023  -0.59
O -0.12542 -0.68087 -1.79336  -0.45
H 1.60528 0.98594 1.64898  0.10
H 3.70932 0.87112 0.39180  0.57
H 2.91894 2.46923 0.28814  0.46
H 2.70987 0.08073 -1.60332  0.14
H 3.34171 1.67750 -2.03403  0.44
H 0.39280 3.34532 -2.55923  0.41
H 2.02150 3.54315 -1.90472  0.32
H 1.83652 1.00722 -3.79991  0.42
H 0.13191 1.44171 -3.62751  0.44
C -3.61113 1.92909 1.14754  -0.96
Se -3.04398 0.13697 0.66577  0.27
C -4.20140 -0.13047 -0.88625  -0.87
C -4.18899 1.01530 -1.87195  -0.88
Se -2.40658 1.32403 -2.59716  0.41
C -2.52257 3.25872 -2.73246  -1.15
H -4.69772 1.95717 1.11585  0.53
H -3.16922 2.66547 0.48307  0.14
H -3.27365 2.09209 2.16658  0.28
H -5.20492 -0.30154 -0.49881  0.56
H -3.85717 -1.05880 -1.34360  0.44
H -4.51141 1.94794 -1.41322  0.41
H -4.85251 0.79738 -2.70698  0.50
H -3.47218 3.51333 -3.19527  0.49
H -1.72429 3.60032 -3.38651  0.39
H -2.42523 3.71068 -1.74938  0.27
C -0.83010 4.88543 3.42823  -1.30
N -0.58383 3.59503 2.79940  -0.04
C -0.84827 2.43872 3.36401  0.59
N -1.39923 2.41736 4.57805  -0.34
S -0.51352 0.89157 2.64109  -0.27
H -0.51800 5.65893 2.73337  0.34
H -0.24934 4.99347 4.34605  0.42
H -1.89110 5.01919 3.64682  0.42
H -0.16099 3.60902 1.87413  0.19
H -1.52902 3.25483 5.12241  0.21
H -1.55123 1.52896 5.02609  0.23
C 3.65696 -3.20671 -2.26710  -1.17
S 3.37660 -2.31754 -0.72252  0.35
C 4.96438 -2.59505 0.08938  -1.25
H 3.83334 -4.26261 -2.06940  0.41
H 4.50428 -2.78553 -2.80493  0.42
H 2.75880 -3.09563 -2.87263  0.27
H 5.77880 -2.16391 -0.48983  0.40
H 5.13977 -3.66066 0.22745  0.40
H 4.92798 -2.11545 1.06645  0.34
O -0.13452 -1.29396 0.87673  0.26
C -0.72096 -2.33953 1.25175  -0.51
C -1.79126 -2.99564 0.43391  -0.10
C -1.18540 -4.36254 -0.00287  -1.14
C 0.35399 -4.38969 -0.15313  0.26
C 1.17481 -4.63586 1.13023  -0.87
C 1.17668 -3.47729 2.12973  -0.32
N -0.23714 -3.04841 2.27465  0.08
H -1.99317 -2.37205 -0.43666  -0.13
H -2.71514 -3.13369 0.99806  0.46
H -1.63953 -4.62657 -0.95725  0.50
H -1.49295 -5.13804 0.70299  0.36
H 0.69808 -3.47675 -0.64908  -0.35
H 0.59028 -5.20456 -0.83793  0.45
H 2.20968 -4.84374 0.85287  0.45
H 0.79535 -5.53703 1.62306  0.31
H 1.74155 -2.62650 1.75590  0.04
H 1.56587 -3.76264 3.10364  0.38
H -0.82647 -3.84046 2.50354  0.40

***

C20H42N4O8PS | ωB97M-V/def2-TZVPD

Properties
**Total charge**: +1
**Maximum force**: 0.014 hartree/bohr

Each line ends with the Mulliken charge.
Positions of all 76 atoms, in Å:
C 4.50748 2.78511 3.45815  -1.38
C 4.40428 1.43479 2.77065  0.29
O 4.83859 1.57676 1.42285  -0.43
C 4.93674 0.37572 0.69099  -0.76
C 4.00349 0.38992 -0.51632  -1.00
P 2.25097 0.53657 -0.13273  0.57
N 1.98904 2.03875 0.51221  -0.26
C 1.73476 -0.75756 0.98988  -1.04
C 0.33530 -0.50303 1.56323  0.70
C -0.05665 -1.55189 2.62338  -1.21
C -1.40633 -2.19293 2.31219  -0.92
N -1.33509 -2.98761 1.08650  -0.07
C -1.49801 -2.37171 -0.15207  0.23
N -0.79652 -2.59739 -1.19731  -0.69
N -2.59947 -1.50495 -0.23352  -0.52
C 1.34566 0.31922 -1.66935  -0.58
C 0.97001 1.63253 -2.38045  -0.96
C -0.39056 2.14454 -1.89738  -0.67
S -0.52882 3.89286 -2.11712  1.25
O 0.14839 4.24337 -3.32221  -0.62
O -1.87247 4.31885 -1.91204  -0.65
O 0.33842 4.37248 -0.87111  -0.46
H 3.75063 2.88206 4.23066  0.38
H 4.36097 3.56754 2.71507  0.33
H 5.49286 2.93347 3.88981  0.35
H 5.03025 0.69742 3.27650  0.48
H 3.36442 1.08542 2.80457  -0.10
H 4.76549 -0.49822 1.32259  0.38
H 5.95104 0.28927 0.29842  0.44
H 4.27715 1.21885 -1.17082  0.43
H 4.12571 -0.54933 -1.05828  0.52
H 2.84166 2.59134 0.52167  0.35
H 1.56443 2.05083 1.43119  0.29
H 2.45650 -0.85238 1.80072  0.62
H 1.70850 -1.68043 0.40746  0.36
H -0.38238 -0.52416 0.74587  -0.65
H 0.27408 0.49293 2.00565  0.58
H -0.03055 -1.12993 3.62644  0.44
H 0.69102 -2.34957 2.61636  0.45
H -2.17859 -1.43175 2.22766  0.29
H -1.71171 -2.82585 3.13990  0.35
H -0.49560 -3.55260 1.07903  0.32
H -0.10657 -3.32659 -1.02550  0.21
H -2.67182 -1.18695 -1.19442  0.36
H -2.51027 -0.68798 0.35840  0.23
H 1.99429 -0.27316 -2.31671  0.65
H 0.45747 -0.29302 -1.49125  0.15
H 0.92221 1.41449 -3.44188  0.15
H 1.73304 2.39410 -2.22761  0.61
H -0.51333 1.92354 -0.83867  0.33
H -1.18969 1.69994 -2.48264  0.49
H 0.07613 5.28709 -0.67146  0.35
O -1.93917 1.36511 -4.56378  -0.60
C -1.20460 1.35100 -5.50997  0.57
O -0.04171 0.65278 -5.50685  -0.33
C 0.68975 0.89911 -6.72863  -0.43
C -0.35677 1.36914 -7.73198  -0.52
C -1.35879 2.08093 -6.82468  -0.46
H 1.43925 1.66678 -6.52500  0.26
H 1.19028 -0.02234 -7.01351  0.33
H 0.06318 1.99619 -8.51433  0.33
H -0.83019 0.50805 -8.20395  0.27
H -1.09872 3.12754 -6.65450  0.24
H -2.38805 2.02399 -7.16655  0.34
O -2.55750 -4.18753 5.73822  -0.58
C -3.61802 -3.84943 5.30213  0.49
O -3.79378 -3.60068 3.98018  -0.27
C -5.12150 -3.09940 3.73338  -0.45
C -5.95273 -3.58546 4.91696  -0.50
C -4.91740 -3.60026 6.04121  -0.42
H -5.07263 -2.00921 3.68101  0.25
H -5.45575 -3.48546 2.77428  0.34
H -6.81766 -2.95620 5.11213  0.33
H -6.30649 -4.59875 4.72632  0.27
H -4.83870 -2.63417 6.54326  0.25
H -5.07884 -4.37246 6.78752  0.32

***

What did we get for energy? Answer: -46900.3763; -193303.9141; -63881.2267 eV, in the order shown.
What did we get for Kohn-Sham gap? Answer: 8.11; 7.85; 9.29 eV, in the order shown.
What did we get for HOMO? Answer: -11.01; -13.19; -11.53 eV, in the order shown.